(1)
Computed, not measured: a molecular structure, C2H10O3Rb, with ωB97M-V/def2-TZVPD.

Results
E_HOMO (spin up / spin down) = -18.292 / -18.239 eV
Total energy = -331.27640 Ha
Orbital gap (spin up / spin down) = 0.3826 / 0.1612 Eh
Strongest force on any atom = 2.67 eV/Å
LUMO energy (spin up / spin down) = -7.88 / -13.85 eV
Net charge = +2
2S+1 = 2

Last column: Löwdin spin population.
Positions of all 16 atoms, in Å:
Rb 17.245 21.364 -23.526  0.000
O 18.896 19.571 -21.808  0.000
H 19.689 20.107 -21.814  0.000
H 18.886 19.167 -20.941  0.000
O 17.759 18.336 -23.770  0.008
H 18.123 18.909 -23.096  0.000
H 17.296 17.655 -23.282  0.000
C 14.930 19.307 -25.527  0.126
C 13.964 20.500 -25.587  0.164
O 13.616 20.816 -24.292  0.584
H 14.646 18.503 -24.847  0.003
H 15.999 19.485 -25.411  0.017
H 14.771 18.754 -26.452  0.008
H 13.097 20.217 -26.184  0.080
H 14.386 21.323 -26.164  0.005
H 13.827 21.751 -24.235  0.005

(2)
Computed, not measured: a molecular structure, C42H50AsF6KN8OSSi, with ωB97M-V/def2-TZVPD.

Results
E_HOMO (spin up / spin down) = -1.943 / -4.638 eV
Total energy = -6266.60772 Ha
Orbital gap (spin up / spin down) = 0.1278 / 0.2268 Eh
Strongest force on any atom = 0.61 eV/Å
LUMO energy (spin up / spin down) = 1.53 / 1.53 eV
Net charge = -1
2S+1 = 2

Last column: Löwdin spin population.
Positions of all 111 atoms, in Å:
K -0.905 -0.212 -1.034  0.002
C 4.484 -3.183 1.887  0.002
C 4.844 -1.778 1.412  0.003
N 3.810 -0.780 1.638  0.034
C 2.651 -0.835 0.849  0.100
S 1.377 0.330 1.311  0.020
N 2.546 -1.653 -0.124  -0.016
N 1.523 -1.505 -1.007  0.188
C 1.207 -2.637 -1.658  0.156
C 1.839 -3.934 -1.222  0.022
C 0.277 -2.607 -2.741  0.097
C -0.318 -3.798 -3.263  0.065
C -1.207 -3.734 -4.299  0.034
C -1.543 -2.491 -4.857  0.125
C -0.958 -1.377 -4.287  0.004
N -0.087 -1.393 -3.284  0.127
H 5.306 -3.878 1.702  0.000
H 3.603 -3.537 1.355  0.000
H 4.276 -3.185 2.960  0.000
H 5.045 -1.793 0.340  0.000
H 5.746 -1.426 1.919  0.000
H 3.598 -0.634 2.616  0.005
H 1.567 -4.175 -0.189  0.006
H 2.926 -3.824 -1.234  0.005
H 1.574 -4.772 -1.858  -0.001
H -0.106 -4.761 -2.821  0.003
H -1.668 -4.642 -4.670  0.000
H -2.265 -2.390 -5.654  0.009
H -1.227 -0.391 -4.662  -0.003
C 2.346 1.820 1.707  0.005
Si 1.634 3.381 0.935  0.002
C 1.517 3.160 -0.940  0.000
N 0.361 2.498 -1.524  0.000
C -0.846 3.345 -1.467  0.000
C -1.631 3.325 -2.771  0.000
C -0.757 3.831 -3.918  0.000
C 0.612 3.111 -3.939  0.000
C 0.652 2.012 -2.880  0.000
C 2.983 4.680 1.211  0.001
C 4.084 4.754 0.353  0.000
C 5.122 5.646 0.580  0.000
C 5.079 6.489 1.682  0.000
C 3.997 6.434 2.547  0.000
C 2.962 5.540 2.310  0.000
C 0.130 3.981 1.865  0.000
C -0.382 3.275 2.952  0.000
C -1.437 3.778 3.700  0.000
C -2.003 4.998 3.366  0.000
C -1.505 5.720 2.290  0.000
C -0.443 5.217 1.556  0.000
H 2.484 1.925 2.784  0.000
H 3.333 1.678 1.264  0.000
H 2.401 2.552 -1.174  0.000
H 1.701 4.151 -1.401  0.000
H -0.549 4.390 -1.280  0.000
H -1.471 3.036 -0.625  0.000
H -2.517 3.955 -2.658  0.000
H -2.004 2.322 -2.979  0.000
H -0.604 4.908 -3.793  0.000
H -1.279 3.698 -4.867  0.000
H 1.421 3.824 -3.760  0.000
H 0.804 2.663 -4.916  0.000
H 1.622 1.515 -2.854  0.000
H -0.057 1.230 -3.151  0.000
H 4.134 4.103 -0.513  0.000
H 5.962 5.684 -0.101  0.000
H 5.887 7.188 1.862  0.000
H 3.956 7.092 3.406  0.000
H 2.116 5.517 2.988  0.000
H 0.036 2.309 3.209  0.000
H -1.826 3.210 4.537  0.000
H -2.834 5.386 3.942  0.000
H -1.943 6.675 2.026  0.000
H -0.051 5.800 0.729  0.000
N -3.497 -4.701 5.166  0.000
C -4.461 -5.534 5.692  0.000
C -4.587 -6.170 6.922  0.000
C -5.715 -6.946 7.106  0.000
C -6.683 -7.084 6.098  0.000
C -6.550 -6.450 4.880  0.000
C -5.418 -5.662 4.674  0.000
N -5.039 -4.927 3.565  0.000
C -3.900 -4.379 3.892  0.000
C -3.111 -3.497 3.014  0.000
C -3.561 -3.219 1.726  0.000
C -2.807 -2.383 0.923  0.000
N -1.655 -1.830 1.318  0.000
C -1.231 -2.094 2.552  0.000
C -1.915 -2.916 3.429  0.000
H -2.654 -4.402 5.617  0.000
H -3.843 -6.064 7.700  0.000
H -5.855 -7.459 8.048  0.000
H -7.552 -7.701 6.285  0.000
H -7.294 -6.552 4.102  0.000
H -4.486 -3.650 1.372  0.000
H -3.140 -2.150 -0.085  0.000
H -0.298 -1.623 2.844  0.000
H -1.506 -3.081 4.417  0.000
C -3.184 1.412 1.380  0.000
O -1.789 1.200 1.191  0.000
H -3.372 1.918 2.334  0.000
H -3.745 0.477 1.344  0.000
H -3.548 2.038 0.566  0.000
H -1.568 0.307 1.482  0.000
F -3.057 0.607 -1.751  0.000
As -4.671 0.122 -2.293  0.000
F -4.092 -1.520 -2.378  0.000
F -4.167 0.405 -3.929  0.000
F -6.249 -0.355 -2.817  0.000
F -5.174 1.779 -2.137  0.000
F -5.107 -0.162 -0.625  0.000